[1]
Density functional theory data (wB97M-V/def2-TZVPD) for a molecular structure, C7H10F3N5O3PdS3.

Calculated values
- Kohn-Sham gap (alpha / beta): 0.2877 / 0.2509 hartree
- ΔE to the lowest compared entry with this formula, charge and spin: 0.0 kcal/mol
- Net charge: 0
- Expectation value of S²: 2.0077
- Multiplicity: 3
- Total energy: -65152.09799 eV
- Maximum force: 0.9 eV Å⁻¹

Cartesian coordinates (Å):
Pd: -1.33236 0.13324 0.66473
N: 0.72804 -0.16685 -0.06396
N: 1.68303 -0.00184 0.94753
C: 1.31684 0.14777 2.23886
N: 2.32024 0.40430 3.08847
S: -0.25382 -0.01410 2.80414
H: 0.86289 -1.05385 -0.53645
H: 0.77051 0.62666 -0.70193
H: 2.59267 0.32165 0.65693
H: 3.28576 0.39081 2.80937
H: 2.10294 0.55516 4.05725
F: -1.49662 1.88561 -1.92366
C: -1.64231 3.12276 -1.40091
F: -2.93269 3.45494 -1.49979
F: -0.92228 3.96618 -2.14224
S: -1.09395 3.13905 0.35861
O: -1.01526 4.52876 0.68223
O: -2.13567 2.37378 1.03792
O: 0.16133 2.39430 0.30720
C: -7.18817 -2.04474 1.21823
C: -5.95177 -1.36204 0.72160
C: -5.99428 -0.08404 0.15997
C: -4.79644 0.45754 -0.26197
N: -3.65318 -0.21531 -0.16895
C: -3.70226 -1.41392 0.43995
S: -2.14025 -2.15133 0.69895
N: -4.80108 -2.01357 0.88434
H: -8.08655 -1.61521 0.77805
H: -7.25368 -1.94032 2.30302
H: -7.13826 -3.10836 0.99355
H: -6.92280 0.45803 0.05667
H: -4.73889 1.44494 -0.70581

Here are the Löwdin charges for atoms 1 to 4, given in e: Pd 0.59; N -0.04; N -0.05; C -0.83

[2]
Density functional theory data (wB97M-V/def2-TZVPD) for C2H4O2S2 in the gas phase at a distorted geometry.

Calculated values
- Kohn-Sham gap: 0.3091 hartree
- ΔE to the lowest compared entry with this formula, charge and spin: 65.6 kcal/mol
- Net charge: 0
- Structure (SMILES): O[C@]1(CS)OS1
- Total energy: -27901.49123 eV
- Maximum force: 3.5 eV Å⁻¹

Cartesian coordinates (Å):
O: -0.40929 -1.32514 -0.87216
C: -0.65346 -0.38800 0.07371
C: 0.44752 0.66573 -0.01682
S: 1.95621 -0.19491 0.69019
O: -1.58339 -0.52968 0.93444
S: -2.60886 0.68379 0.02999
H: -0.78168 -2.20457 -0.86508
H: 0.05690 1.47020 0.48061
H: 0.77708 0.97463 -0.96304
H: 2.79896 0.84796 0.50816

Here are the Löwdin charges for atoms 1 to 4, given in e: O 0.08; C -0.73; C -0.42; S 0.72

[3]
Density functional theory data (wB97M-V/def2-TZVPD) for a molecular structure, C5H10OPV at a distorted geometry.

Calculated values
- Kohn-Sham gap (alpha / beta): 0.1161 / 0.1701 hartree
- Net charge: -1
- Expectation value of S²: 3.7825
- Multiplicity: 4
- Total energy: -42363.78535 eV
- Maximum force: 10.3 eV Å⁻¹

Cartesian coordinates (Å):
C: -1.09819 0.67060 -0.13169
C: -0.83523 2.12872 -0.02589
C: -0.20106 2.38896 1.20333
C: -0.03358 1.16401 1.87566
C: -0.41897 0.00617 1.13956
V: 0.77285 1.13425 0.10931
P: 0.43522 -1.28748 -1.86895
H: -1.71593 0.36173 -1.06443
H: -1.02605 2.89489 -0.77100
H: 0.06749 3.30551 1.56940
H: -0.49819 -0.97772 1.62957
H: 0.45238 1.14669 2.85082
H: 1.06484 -2.00784 -2.89436
H: -0.37871 -0.62748 -2.82708
H: -0.66030 -2.14224 -1.78504
O: 1.36242 -2.44561 0.06510
H: 2.16404 -2.90371 0.33201
H: 0.54698 -2.80946 0.59367

Here are the Löwdin charges for atoms 1 to 4, given in e: C -0.34; C -0.34; C -0.33; C -0.34

[4]
Density functional theory data (wB97M-V/def2-TZVPD) for a molecular structure, C15H27FN5O3PtSi at a distorted geometry.

Calculated values
- Kohn-Sham gap: 0.1435 hartree
- ΔE to the lowest compared entry with this formula, charge and spin: 89.7 kcal/mol
- Net charge: -1
- Total energy: -43427.92975 eV
- Maximum force: 4.2 eV Å⁻¹

Cartesian coordinates (Å):
Pt: -0.33708 0.28375 0.69268
N: 1.74348 -0.05532 0.64750
C: 2.36613 -1.30438 0.21618
C: 3.56537 -1.65922 1.10027
C: 4.38762 -2.90326 0.72787
C: 4.85032 -2.96169 -0.72933
N: 3.71031 -3.29074 -1.56926
C: 3.47394 -2.82707 -2.76596
N: 4.44900 -2.30726 -3.54258
N: 2.21175 -2.86128 -3.21999
C: 1.25303 -2.40820 0.19815
O: 1.50108 -3.50347 -0.44304
O: 0.20429 -2.12335 0.74318
H: 2.02023 0.78527 0.13262
H: 1.98762 0.20632 1.60102
H: 2.68778 -1.12715 -0.81208
H: 3.19151 -1.77206 2.12187
H: 4.24969 -0.80366 1.11913
H: 3.81990 -3.80477 0.96705
H: 5.28579 -2.93160 1.34998
H: 5.62905 -3.72374 -0.83048
H: 5.26985 -1.99482 -1.03407
H: 2.76154 -3.57930 -1.02833
H: 5.39896 -2.31480 -3.22474
H: 4.24325 -1.92204 -4.44474
H: 1.49477 -3.07748 -2.52946
H: 1.94884 -2.45848 -4.09958
C: -0.55458 4.32344 0.59282
Si: -2.09142 3.25157 0.66376
C: -2.93526 3.86095 2.25267
C: -3.02064 3.77847 -0.90837
N: -2.14438 1.46037 0.71153
C: -3.37326 0.88641 0.75659
C: -4.64956 1.52910 0.77366
C: -5.85297 0.83698 0.81972
C: -5.90959 -0.54321 0.85254
C: -4.69498 -1.23330 0.83753
C: -3.52361 -0.53236 0.79211
F: -2.36549 -1.23175 0.77862
H: -0.85997 5.38685 0.57366
H: 0.02171 4.11608 -0.30374
H: 0.07064 4.16219 1.46577
H: -2.94804 4.95606 2.27048
H: -2.35642 3.51093 3.11042
H: -3.95907 3.51578 2.37930
H: -3.03568 4.87118 -0.98260
H: -4.04933 3.42851 -0.96129
H: -2.48811 3.38317 -1.77661
H: -4.70092 2.60135 0.75052
H: -6.77596 1.40879 0.83013
H: -6.85235 -1.07363 0.88871
H: -4.65578 -2.31582 0.86144
O: 0.33697 2.10169 0.62679

Here are the Löwdin charges for atoms 1 to 4, given in e: Pt 0.90; N -0.10; C -0.28; C -0.14

[5]
Density functional theory data (wB97M-V/def2-TZVPD) for C5H9O3 in the gas phase at a distorted geometry.

Calculated values
- Kohn-Sham gap (alpha / beta): 0.3679 / 0.3171 hartree
- ΔE to the lowest compared entry with this formula, charge and spin: 83.8 kcal/mol
- Net charge: 0
- Expectation value of S²: 0.7539
- Multiplicity: 2
- Total energy: -11468.24879 eV
- Maximum force: 1.5 eV Å⁻¹

Cartesian coordinates (Å):
C: -2.30490 -1.58933 0.04672
C: -1.21263 -0.58089 -0.11908
C: -1.52924 0.86106 -0.49255
H: -1.64247 0.92922 -1.60544
O: -2.63199 1.28541 0.27804
H: -2.71355 2.25924 0.22602
C: 0.07264 -0.85644 0.12979
C: 1.13537 0.17980 -0.09029
O: 2.44633 -0.40324 0.08559
O: 3.29788 0.55531 -0.27342
H: -3.27535 -1.13924 -0.16626
H: -2.16620 -2.46195 -0.60825
H: -2.31639 -1.97844 1.07308
H: -0.66115 1.49841 -0.23874
H: 0.43296 -1.83266 0.44236
H: 1.07864 0.61839 -1.10206
H: 1.05249 1.00150 0.63533

Here are the Löwdin charges for atoms 1 to 4, given in e: C -0.05; C -0.27; C -0.24; H 0.14

Q: Among the records above, which one has the highest maximum force?
A: C5H10OPV